1.
{"formula": "C35H58BN4OP2SW", "method": "ωB97M-V/def2-TZVPD", "e_above_lowest_ev": 2.720, "spin_multiplicity": 3, "charge": 3, "total_energy_ev": -77132.8538, "homo_ev": [-15.457, -15.445], "homo_lumo_gap_ev": [5.498, 5.475], "symbols": ["W", "C", "C", "C", "C", "P", "C", "N", "B", "N", "C", "P", "C", "C", "C", "C", "C", "C", "C", "C", "C", "C", "C", "C", "C", "C", "C", "C", "C", "C", "H", "H", "H", "H", "H", "H", "H", "H", "H", "H", "H", "H", "H", "H", "H", "H", "H", "H", "H", "H", "H", "H", "H", "H", "H", "H", "H", "H", "H", "H", "H", "H", "H", "H", "H", "H", "H", "H", "H", "H", "H", "H", "H", "H", "C", "C", "C", "N", "C", "S", "N", "C", "O", "C", "C", "C", "C", "C", "C", "H", "H", "H", "H", "H", "H", "H", "H", "H", "H", "H", "H", "H", "H"], "coordinates": [[-0.27278, 0.24537, -0.44586], [-4.03597, 0.97223, -1.01198], [-3.57974, 0.29006, -2.33928], [-4.72912, -0.63801, -2.72407], [-3.38532, 1.41322, -3.27587], [-1.99224, -0.67106, -2.13869], [-2.49832, -2.22712, -1.34268], [-2.54612, -1.86951, 0.14179], [-1.96053, -0.67315, 0.54103], [-2.66936, -0.35256, 1.73099], [-2.40476, 0.77609, 2.54391], [-0.81144, 1.36016, 1.75151], [-1.00148, 3.09106, 1.06008], [-0.75808, 2.87681, -0.43202], [-2.42223, 3.55817, 1.37131], [0.02683, 4.09807, 1.57802], [0.47327, 1.12554, 3.14040], [0.29237, -0.27917, 3.67065], [0.22507, 2.12815, 4.25250], [1.89083, 1.29863, 2.63790], [-3.58207, -1.41871, 2.00195], [-4.56454, -1.60412, 3.04165], [-5.49989, -2.70105, 2.96630], [-5.37927, -3.64077, 1.95491], [-4.35992, -3.50000, 0.94991], [-3.52322, -2.39393, 0.98578], [-1.11593, -1.09705, -3.71672], [-0.27078, 0.14210, -3.98882], [-2.11688, -1.43956, -4.85219], [-0.11340, -2.23945, -3.45160], [-5.11542, 1.39012, -1.21990], [-3.35894, 1.77820, -0.67442], [-4.26239, 0.33568, -0.18690], [-5.61730, -0.10076, -3.23584], [-5.16808, -1.08705, -1.81614], [-4.43642, -1.40261, -3.42671], [-4.36623, 1.81693, -3.42073], [-2.96441, 1.19658, -4.30946], [-2.82249, 2.21404, -2.77111], [-1.87102, -3.09459, -1.47837], [-3.51026, -2.50477, -1.59630], [-2.34077, 0.50312, 3.55527], [-3.25062, 1.50782, 2.45823], [-1.48726, 2.14164, -0.92314], [0.21122, 2.51370, -0.59371], [-0.81186, 3.86151, -0.95767], [-3.24804, 3.05560, 0.84299], [-2.45915, 4.65851, 1.14603], [-2.65635, 3.47736, 2.39432], [1.01826, 3.72766, 1.33289], [-0.11093, 4.29780, 2.64177], [-0.18696, 5.00657, 1.02113], [-0.69393, -0.34271, 4.12583], [1.13716, -0.64151, 4.31995], [0.11458, -1.05848, 2.87791], [-0.80155, 2.11981, 4.55215], [0.43212, 3.16840, 4.06350], [0.88921, 1.85714, 5.09053], [2.06457, 0.70575, 1.70240], [2.57899, 1.06746, 3.45946], [2.09041, 2.35711, 2.37841], [-4.64637, -1.05858, 4.01826], [-6.22447, -2.92629, 3.72066], [-6.02033, -4.54885, 1.90451], [-4.30809, -4.20457, 0.08474], [-0.74762, 1.05436, -4.31313], [0.42840, -0.16672, -4.79490], [0.37885, 0.39589, -3.11577], [-2.86680, -0.71030, -4.97155], [-2.60475, -2.41934, -4.64215], [-1.57598, -1.35358, -5.77186], [0.37251, -2.15083, -2.50516], [0.66621, -2.29329, -4.22448], [-0.64952, -3.14727, -3.45417], [4.85687, 1.75680, -1.42519], [4.10651, 0.63274, -2.07935], [2.89777, 0.01730, -1.42728], [3.27453, -0.77844, -0.29436], [2.58673, -1.63328, 0.35797], [0.80358, -1.77990, 0.20171], [3.11381, -2.30539, 1.38669], [4.38541, -2.15995, 2.19704], [4.19850, -2.30909, 3.34887], [5.61001, -1.77524, 1.46544], [6.32385, -0.81093, 2.14319], [7.39847, -0.22982, 1.53409], [7.82884, -0.62588, 0.25767], [7.12901, -1.67973, -0.40511], [5.97582, -2.20170, 0.17537], [5.59261, 2.11372, -2.25095], [5.39658, 1.51032, -0.50854], [4.17929, 2.55520, -1.16171], [4.87246, -0.21131, -2.23606], [3.83375, 0.98026, -3.06746], [2.38379, -0.59830, -2.18039], [2.28433, 0.85721, -1.26060], [4.31238, -0.70915, -0.03202], [2.47440, -2.83020, 1.97488], [6.06907, -0.67056, 3.17004], [7.99238, 0.46991, 2.12161], [8.75174, -0.21857, -0.13581], [7.43791, -2.03293, -1.41259], [5.41636, -2.96014, -0.34535]], "lowdin_charge": [0.94, -0.07, -0.67, -0.07, -0.09, 1.09, -0.19, 0.00, -0.84, -0.03, -0.21, 1.15, -0.66, -0.14, -0.06, -0.04, -0.68, -0.08, -0.05, -0.08, -0.11, 0.04, -0.05, -0.05, 0.02, -0.17, -0.66, -0.10, -0.03, -0.08, 0.16, 0.04, 0.06, 0.15, 0.10, 0.06, 0.10, 0.11, 0.09, 0.10, 0.09, 0.08, 0.12, 0.05, 0.03, 0.15, 0.08, 0.13, 0.07, 0.08, 0.09, 0.11, 0.07, 0.13, 0.06, 0.08, 0.07, 0.12, 0.06, 0.11, 0.08, 0.13, 0.11, 0.13, 0.13, 0.08, 0.11, 0.04, 0.05, 0.12, 0.10, 0.01, 0.12, 0.07, -0.09, -0.25, -0.23, 0.06, -0.64, 0.77, 0.14, -0.33, 0.19, -0.18, -0.02, -0.04, -0.01, -0.03, -0.05, 0.14, 0.07, 0.07, 0.15, 0.12, 0.12, 0.07, 0.16, 0.14, 0.13, 0.13, 0.12, 0.13, 0.12]}

***

2.
{"formula": "H26O13", "method": "ωB97M-V/def2-TZVPD", "e_above_lowest_ev": 3.369, "spin_multiplicity": 1, "charge": 0, "total_energy_ev": -27038.5781, "homo_ev": -9.165, "homo_lumo_gap_ev": 8.395, "symbols": ["O", "H", "H", "O", "H", "H", "O", "H", "H", "O", "H", "H", "O", "H", "H", "O", "H", "H", "O", "H", "H", "O", "H", "H", "O", "H", "H", "O", "H", "H", "O", "H", "H", "O", "H", "H", "O", "H", "H"], "coordinates": [[5.24244, -17.42651, 17.60756], [4.70937, -18.11804, 17.31340], [6.09559, -17.86513, 17.61646], [8.47499, -14.47905, 21.20273], [7.60976, -14.65025, 21.59170], [8.88283, -13.88242, 21.78505], [4.69430, -12.42825, 19.10230], [4.65478, -11.70776, 18.49812], [4.49986, -13.24454, 18.62682], [6.38660, -15.03327, 22.62584], [6.71572, -15.87845, 22.86683], [6.66794, -14.38195, 23.26558], [3.45938, -15.18624, 20.79649], [4.23133, -15.50344, 20.29515], [2.80496, -15.11789, 20.12201], [7.99171, -17.98194, 18.47489], [7.69295, -18.85297, 18.28170], [8.90494, -17.97707, 18.23425], [6.88629, -13.63173, 18.08906], [6.25217, -13.88958, 17.41757], [6.64289, -14.29220, 18.74930], [3.68846, -14.74672, 17.62243], [3.03549, -14.06988, 17.42109], [3.07244, -15.41821, 17.68760], [4.58954, -16.42854, 15.10374], [3.64568, -16.19485, 15.17156], [4.86206, -16.63682, 16.01787], [9.31044, -17.62415, 20.81480], [9.87826, -18.35612, 20.77886], [8.66786, -17.71041, 20.04318], [6.62422, -17.75620, 21.11688], [6.41483, -18.59246, 20.68730], [7.54478, -17.77939, 21.37701], [5.78067, -15.62898, 19.45286], [6.13526, -16.27373, 20.08007], [5.51726, -16.14166, 18.70460], [4.00014, -17.27638, 22.36765], [3.79608, -16.33802, 22.19406], [4.92083, -17.37597, 22.30660]], "nbo_charge": [-0.94, 0.48, 0.49, -0.97, 0.47, 0.45, -0.94, 0.46, 0.47, -0.92, 0.48, 0.48, -0.97, 0.49, 0.46, -0.93, 0.47, 0.50, -0.95, 0.44, 0.49, -0.93, 0.48, 0.46, -0.96, 0.46, 0.48, -0.96, 0.46, 0.49, -0.98, 0.48, 0.50, -0.98, 0.50, 0.49, -0.98, 0.50, 0.46]}

***

3.
{"formula": "C34H44InN3OSSeSi2", "method": "ωB97M-V/def2-TZVPD", "e_above_lowest_ev": 0.173, "spin_multiplicity": 1, "charge": 0, "total_energy_ev": -139605.3733, "homo_ev": -8.161, "homo_lumo_gap_ev": 8.402, "symbols": ["In", "C", "Si", "C", "C", "C", "C", "C", "C", "N", "C", "S", "H", "H", "H", "H", "H", "H", "H", "H", "H", "H", "H", "H", "Se", "C", "N", "C", "N", "C", "C", "C", "C", "C", "C", "C", "C", "H", "H", "H", "H", "H", "H", "H", "H", "H", "H", "H", "H", "H", "C", "C", "C", "C", "Si", "O", "C", "C", "C", "C", "C", "C", "C", "C", "C", "C", "C", "C", "H", "H", "H", "H", "H", "H", "H", "H", "H", "H", "H", "H", "H", "H", "H", "H", "H", "H", "H"], "coordinates": [[-0.17324, 0.94700, 0.25675], [1.84516, 5.43270, -3.13405], [2.70099, 5.43462, -1.47218], [4.41423, 6.17487, -1.66628], [1.75286, 6.43739, -0.20937], [2.92338, 3.65833, -0.85826], [4.18618, 3.12774, -0.63303], [4.37028, 1.82289, -0.17790], [3.24947, 1.05795, 0.04630], [2.02178, 1.53692, -0.16626], [1.83730, 2.79794, -0.60121], [0.15384, 3.21732, -0.79533], [1.78301, 6.45114, -3.52454], [0.83472, 5.03073, -3.06441], [2.40047, 4.83099, -3.85625], [4.32313, 7.19986, -2.03243], [5.02370, 5.62524, -2.38640], [4.95578, 6.21453, -0.71893], [1.69649, 7.48101, -0.52739], [2.25194, 6.41018, 0.76148], [0.73794, 6.06278, -0.08013], [5.06045, 3.74196, -0.81394], [5.35566, 1.41495, -0.00597], [3.30618, 0.03562, 0.39967], [-5.13086, -0.07428, -0.15768], [-3.43279, 0.47614, -0.43303], [-2.33592, 0.84114, -0.55215], [-4.12513, -0.49119, 3.97213], [-3.42816, -0.03293, 2.75052], [-3.41717, 1.45282, 2.69137], [-2.05915, -0.68272, 2.58148], [-0.96157, 0.12083, 3.21768], [-0.74555, 0.00548, 4.58960], [0.22921, 0.76692, 5.21610], [1.00040, 1.63573, 4.46016], [0.80618, 1.72038, 3.08696], [-0.17309, 0.97412, 2.43146], [-5.12662, -0.06660, 3.98276], [-3.57157, -0.15408, 4.84576], [-4.18674, -1.57668, 3.96018], [-4.00391, -0.33805, 1.93028], [-2.87356, 1.83976, 3.54900], [-4.45130, 1.78897, 2.70036], [-2.94005, 1.77453, 1.77151], [-1.90001, -0.80187, 1.51214], [-2.15251, -1.68178, 3.00639], [-1.32395, -0.70476, 5.17088], [0.39524, 0.66964, 6.28103], [1.76939, 2.23258, 4.93439], [1.44405, 2.39006, 2.51804], [2.35111, -3.11619, 0.18176], [1.66602, -3.04643, -1.18637], [2.42285, -2.04200, -2.06776], [1.70567, -4.41422, -1.87293], [-0.10116, -2.39497, -0.99623], [-0.11216, -1.00896, -0.18638], [-1.26516, -3.54321, -0.04790], [-0.94562, -4.70774, 0.64792], [-1.90241, -5.39862, 1.38447], [-3.20789, -4.93507, 1.43901], [-3.55480, -3.77889, 0.74888], [-2.59331, -3.10015, 0.01678], [-0.85634, -2.15713, -2.70263], [-0.77435, -0.91776, -3.34026], [-1.30878, -0.71780, -4.60505], [-1.94018, -1.76483, -5.26189], [-2.03672, -3.00509, -4.64715], [-1.50114, -3.19361, -3.38045], [3.41363, -3.35723, 0.06207], [1.91092, -3.88082, 0.82459], [2.27674, -2.16377, 0.71208], [3.47952, -2.32463, -2.13667], [2.37019, -1.02665, -1.66622], [2.01689, -2.01633, -3.08103], [2.74393, -4.73470, -2.01462], [1.23610, -4.37543, -2.85854], [1.19834, -5.18808, -1.29385], [0.06671, -5.09283, 0.62935], [-1.62518, -6.30194, 1.91400], [-3.95473, -5.47729, 2.00587], [-4.57460, -3.41179, 0.76567], [-2.88854, -2.20780, -0.52665], [-0.29276, -0.08385, -2.83913], [-1.23847, 0.25558, -5.07442], [-2.36229, -1.61180, -6.24722], [-2.53694, -3.82264, -5.15132], [-1.60166, -4.16415, -2.90499]], "lowdin_charge": [0.58, -0.18, 0.50, -0.19, -0.18, -0.23, -0.07, -0.05, -0.12, -0.05, -0.73, 0.66, 0.03, 0.01, 0.04, 0.03, 0.03, 0.03, 0.03, 0.03, 0.01, 0.10, 0.10, 0.11, 0.58, -0.85, 0.04, 0.00, -0.19, -0.01, -0.08, -0.26, -0.05, -0.08, -0.08, -0.11, -0.16, 0.10, 0.10, 0.11, 0.02, 0.11, 0.10, 0.08, 0.08, 0.14, 0.11, 0.10, 0.10, 0.09, -0.09, -0.60, -0.09, -0.08, 0.47, -0.35, -0.19, -0.09, -0.09, -0.10, -0.10, -0.11, -0.21, -0.09, -0.08, -0.09, -0.09, -0.09, 0.08, 0.07, 0.06, 0.09, 0.06, 0.08, 0.08, 0.08, 0.07, 0.08, 0.10, 0.10, 0.09, 0.07, 0.09, 0.10, 0.10, 0.10, 0.10]}

***

4.
{"formula": "C2H13NO5", "method": "ωB97M-V/def2-TZVPD", "e_above_lowest_ev": 3.561, "spin_multiplicity": 1, "smiles": "CNC=O.O.O.O.O", "charge": 0, "total_energy_ev": -14010.2077, "homo_ev": -9.763, "homo_lumo_gap_ev": 10.038, "symbols": ["C", "N", "C", "O", "H", "H", "H", "H", "H", "O", "H", "H", "O", "H", "H", "O", "H", "H", "O", "H", "H"], "coordinates": [[-2.65939, -0.14655, -0.08456], [-2.51299, 0.34468, 1.23449], [-1.72275, 1.49773, 1.08502], [-1.27225, 1.90666, 0.06270], [-1.59523, -0.17852, -0.60275], [-2.99050, 0.66083, -0.67802], [-3.22785, -1.17041, -0.23976], [-2.74636, -0.07412, 2.03656], [-1.69823, 2.17468, 1.85399], [0.59226, -0.82109, -1.79368], [0.14955, -0.17771, -1.38413], [0.43626, -0.64702, -2.76024], [3.60148, -0.40479, -0.31254], [3.00284, -1.02718, 0.06193], [3.31463, -0.36656, -1.23349], [3.53457, 2.30911, 0.04091], [3.01430, 1.50457, -0.03732], [3.38862, 2.31365, 0.98251], [-0.40237, -2.25344, 0.40439], [-0.01029, -3.15885, 0.11960], [-0.19629, -2.28566, 1.24438]], "nbo_charge": [-0.43, -0.63, 0.51, -0.59, 0.20, 0.20, 0.22, 0.40, 0.12, -0.93, 0.46, 0.47, -0.94, 0.47, 0.48, -0.93, 0.47, 0.45, -0.91, 0.47, 0.44]}

***

Repeat the second record exactly.
{"formula": "H26O13", "method": "ωB97M-V/def2-TZVPD", "e_above_lowest_ev": 3.369, "spin_multiplicity": 1, "charge": 0, "total_energy_ev": -27038.5781, "homo_ev": -9.165, "homo_lumo_gap_ev": 8.395, "symbols": ["O", "H", "H", "O", "H", "H", "O", "H", "H", "O", "H", "H", "O", "H", "H", "O", "H", "H", "O", "H", "H", "O", "H", "H", "O", "H", "H", "O", "H", "H", "O", "H", "H", "O", "H", "H", "O", "H", "H"], "coordinates": [[5.24244, -17.42651, 17.60756], [4.70937, -18.11804, 17.31340], [6.09559, -17.86513, 17.61646], [8.47499, -14.47905, 21.20273], [7.60976, -14.65025, 21.59170], [8.88283, -13.88242, 21.78505], [4.69430, -12.42825, 19.10230], [4.65478, -11.70776, 18.49812], [4.49986, -13.24454, 18.62682], [6.38660, -15.03327, 22.62584], [6.71572, -15.87845, 22.86683], [6.66794, -14.38195, 23.26558], [3.45938, -15.18624, 20.79649], [4.23133, -15.50344, 20.29515], [2.80496, -15.11789, 20.12201], [7.99171, -17.98194, 18.47489], [7.69295, -18.85297, 18.28170], [8.90494, -17.97707, 18.23425], [6.88629, -13.63173, 18.08906], [6.25217, -13.88958, 17.41757], [6.64289, -14.29220, 18.74930], [3.68846, -14.74672, 17.62243], [3.03549, -14.06988, 17.42109], [3.07244, -15.41821, 17.68760], [4.58954, -16.42854, 15.10374], [3.64568, -16.19485, 15.17156], [4.86206, -16.63682, 16.01787], [9.31044, -17.62415, 20.81480], [9.87826, -18.35612, 20.77886], [8.66786, -17.71041, 20.04318], [6.62422, -17.75620, 21.11688], [6.41483, -18.59246, 20.68730], [7.54478, -17.77939, 21.37701], [5.78067, -15.62898, 19.45286], [6.13526, -16.27373, 20.08007], [5.51726, -16.14166, 18.70460], [4.00014, -17.27638, 22.36765], [3.79608, -16.33802, 22.19406], [4.92083, -17.37597, 22.30660]], "nbo_charge": [-0.94, 0.48, 0.49, -0.97, 0.47, 0.45, -0.94, 0.46, 0.47, -0.92, 0.48, 0.48, -0.97, 0.49, 0.46, -0.93, 0.47, 0.50, -0.95, 0.44, 0.49, -0.93, 0.48, 0.46, -0.96, 0.46, 0.48, -0.96, 0.46, 0.49, -0.98, 0.48, 0.50, -0.98, 0.50, 0.49, -0.98, 0.50, 0.46]}

***

- What is the formula in the first record?
  C35H58BN4OP2SW

***

- What is the charge in the fourth record?
  0